The following is a quantum chemistry calculation of C38H90O23SV as an isolated structure, from the Open Molecules 2025 dataset.

The geometry in XYZ format:
```
153
Properties=species:S:1:pos:R:3:lowdin_charge:R:1
V -17.611 6.440 21.189 0.894
S -15.043 5.963 21.422 0.351
O -14.380 8.997 17.360 -0.134
O -13.891 5.956 26.366 -0.195
O -18.314 2.238 25.337 -0.152
O -17.909 3.923 18.775 -0.197
O -13.834 6.733 21.149 -0.324
O -14.816 1.874 24.482 -0.191
O -14.692 4.601 21.840 -0.318
O -18.252 4.228 21.698 -0.183
O -21.851 6.044 20.669 -0.196
O -12.890 8.192 14.931 -0.186
O -13.100 1.588 18.659 -0.172
O -11.302 8.332 18.064 -0.205
O -17.648 8.564 20.456 -0.256
O -11.484 6.971 24.915 -0.169
O -16.022 6.599 22.382 -0.413
O -8.993 4.985 19.843 -0.153
O -19.033 6.521 19.283 -0.188
O -18.703 6.554 23.038 -0.251
O -15.935 5.959 20.146 -0.430
O -11.646 3.963 19.147 -0.114
O -20.848 3.240 25.356 -0.205
O -20.150 -0.012 22.147 -0.234
O -17.417 -0.425 21.839 -0.203
C -13.657 9.432 15.130 -0.149
C -19.395 1.342 25.349 -0.216
C -9.719 4.031 20.595 -0.190
C -19.088 4.223 22.865 -0.130
C -17.286 3.140 19.802 -0.181
C -11.201 4.171 20.433 -0.235
C -17.143 1.595 24.906 -0.198
C -21.207 0.357 21.281 -0.111
C -13.859 6.413 25.019 -0.187
C -20.521 2.021 26.002 -0.203
C -18.862 7.789 18.584 -0.121
C -18.576 5.338 23.752 -0.177
C -17.021 4.154 17.686 -0.086
C -18.202 -1.400 22.549 -0.202
C -18.398 7.646 23.904 -0.072
C -13.758 8.489 18.549 -0.174
C -16.057 -0.438 22.214 -0.103
C -18.169 2.955 21.032 -0.101
C -11.958 0.915 19.107 -0.121
C -22.978 6.661 21.228 -0.130
C -22.128 3.238 24.723 -0.091
C -10.576 7.246 23.859 -0.128
C -19.637 -1.339 22.097 -0.194
C -11.523 8.451 14.860 -0.141
C -13.585 2.636 19.476 -0.200
C -12.483 6.080 24.393 -0.173
C -13.632 9.891 16.599 -0.217
C -8.868 6.279 20.373 -0.097
C -13.034 3.915 18.939 -0.190
C -16.010 2.572 24.722 -0.198
C -15.062 6.281 27.062 -0.121
C -16.655 9.427 20.993 -0.057
C -17.617 8.502 19.003 -0.134
C -21.529 6.378 19.304 -0.154
C -20.169 5.773 18.889 -0.161
C -12.508 7.633 18.369 -0.166
C -13.651 2.669 24.308 -0.081
C -11.000 9.289 19.051 -0.124
H -13.668 9.297 19.267 0.114
H -9.726 6.961 20.246 0.075
H -15.899 -0.708 23.241 0.076
H -21.444 1.397 21.670 0.099
H -15.949 5.807 26.546 0.092
H -22.342 2.341 24.117 0.090
H -19.595 1.077 24.291 0.126
H -9.960 9.609 18.869 0.097
H -18.921 3.270 23.419 0.124
H -11.167 8.887 13.912 0.094
H -20.854 0.536 20.256 0.082
H -17.844 -2.425 22.454 0.125
H -18.832 7.523 17.553 0.131
H -16.124 4.731 17.932 0.080
H -23.880 6.217 20.793 0.082
H -11.225 8.992 15.737 0.057
H -11.599 10.209 18.915 0.082
H -14.209 10.849 16.574 0.134
H -11.617 3.343 21.059 0.117
H -17.546 4.653 16.891 0.078
H -11.035 7.483 15.053 0.101
H -17.712 2.282 21.710 0.109
H -15.535 -1.236 21.616 0.109
H -9.574 4.167 21.672 0.120
H -12.299 5.020 24.570 0.113
H -19.136 2.677 20.609 0.133
H -22.993 6.439 22.341 0.103
H -11.129 8.907 20.072 0.088
H -17.385 1.030 23.967 0.112
H -16.363 3.636 20.090 0.085
H -20.034 4.771 19.324 0.126
H -23.126 7.737 21.124 0.081
H -10.090 6.350 23.412 0.076
H -9.737 7.916 24.209 0.100
H -14.965 5.944 28.055 0.066
H -11.826 1.051 20.211 0.091
H -20.153 4.373 22.684 0.127
H -18.632 8.607 23.451 0.090
H -20.202 5.555 17.820 0.132
H -12.040 -0.169 19.014 0.074
H -15.968 3.125 25.649 0.126
H -16.873 10.504 20.755 0.118
H -9.494 3.011 20.316 0.124
H -17.062 2.141 19.434 0.133
H -21.479 1.469 26.008 0.130
H -12.621 6.323 23.333 0.093
H -14.549 7.792 18.937 0.106
H -19.121 7.649 24.732 0.100
H -13.969 3.505 23.701 0.044
H -14.691 9.173 14.943 0.114
H -14.095 7.486 24.982 0.129
H -13.130 3.870 17.860 0.135
H -17.331 7.698 24.294 0.120
H -22.299 5.900 18.710 0.122
H -17.379 9.484 18.597 0.146
H -19.089 5.275 24.687 0.127
H -13.318 2.483 20.552 0.120
H -19.147 0.474 26.010 0.147
H -16.263 3.260 23.859 0.133
H -11.059 1.255 18.535 0.100
H -16.856 0.860 25.684 0.142
H -12.711 6.983 17.522 0.135
H -12.389 7.047 19.302 0.106
H -15.709 9.263 20.558 0.065
H -21.516 7.469 19.124 0.120
H -20.329 -1.982 22.684 0.131
H -14.658 2.707 19.302 0.100
H -14.643 5.893 24.427 0.102
H -16.564 9.253 22.057 0.089
H -13.265 3.006 25.298 0.100
H -8.118 6.798 19.856 0.069
H -18.114 -1.227 23.627 0.114
H -15.775 0.583 22.025 0.082
H -17.529 5.155 24.010 0.124
H -13.293 10.239 14.461 0.128
H -8.628 6.196 21.440 0.084
H -15.183 7.389 27.086 0.094
H -12.930 2.059 23.748 0.094
H -21.979 4.128 24.153 0.064
H -19.705 8.482 18.815 0.137
H -16.765 7.845 18.840 0.110
H -22.066 -0.295 21.169 0.080
H -20.186 2.272 27.034 0.142
H -12.610 10.012 16.872 0.092
H -13.587 4.797 19.296 0.104
H -11.089 7.799 23.063 0.081
H -16.626 3.197 17.259 0.102
H -19.766 -1.685 20.998 0.150
H -11.612 5.149 20.841 0.139
H -22.973 3.352 25.459 0.103
```

Values from the calculation:
**Multiplicity**: 4
**Charge**: 0
**HOMO level (alpha / beta)**: -0.27184 / -0.30827 Eh
**M**: 998.13 g/mol
**Total energy**: -124471.2308 eV
**Frontier orbital gap (alpha / beta)**: 7.5 / 8.5 eV

The following is a quantum chemistry calculation of C38H93N7O7 as an isolated structure, from the Open Molecules 2025 dataset.

The geometry in XYZ format:
```
145
Properties=species:S:1:pos:R:3:lowdin_charge:R:1
O 2.353 -5.310 -0.534 -0.181
O -2.025 -1.125 3.241 -0.254
O 1.623 -1.324 2.994 -0.257
O 0.478 1.921 -4.143 -0.178
O 4.771 2.216 -2.600 -0.032
O -1.182 2.030 0.023 -0.182
O -2.721 1.226 -1.287 -0.117
N 0.192 -3.347 -0.250 -0.017
N -3.876 1.637 -0.603 -0.061
N -0.894 -0.403 -1.369 0.063
N -3.220 -3.821 1.872 0.050
N 1.902 -2.420 6.640 0.015
N 3.847 1.536 -1.856 -0.130
N 3.256 2.629 -4.449 0.011
C 3.479 -0.826 5.584 -0.075
C -0.341 1.008 0.552 -0.132
C 2.059 -1.455 5.458 -0.327
C 2.762 -0.750 -1.188 -0.122
C -3.892 0.647 1.661 -0.033
C 5.145 -0.713 -2.209 0.005
C 3.293 -6.116 -1.126 -0.145
C -3.265 -1.793 3.311 -0.174
C 3.176 0.010 -3.580 -0.058
C 0.324 -0.760 2.761 -0.123
C -4.372 3.124 -0.748 -0.423
C 1.116 1.739 -5.440 -0.197
C -1.074 -0.232 0.048 -0.361
C 1.552 -2.978 0.264 -0.315
C 3.857 2.007 -0.456 -0.472
C -6.112 0.822 0.438 -0.113
C -1.769 -0.070 4.216 -0.054
C -3.568 -2.392 1.900 -0.381
C -3.700 3.807 -1.925 -0.035
C 3.706 0.027 -2.176 -0.357
C 3.352 3.445 -0.517 -0.037
C 2.976 2.990 -6.836 -0.036
C 1.865 -2.226 4.093 -0.172
C 2.636 -3.879 -0.492 -0.142
C -5.043 -2.372 1.617 -0.090
C 5.270 1.894 0.227 -0.014
C 2.846 -0.346 0.253 -0.156
C 1.420 -3.335 1.813 -0.030
C -0.523 3.279 0.152 -0.031
C 2.210 2.756 -5.433 -0.391
C -0.386 0.824 -3.720 -0.075
C 2.818 1.213 0.391 -0.120
C -4.507 0.604 0.259 -0.349
C -4.076 3.930 0.595 -0.021
C -0.667 -1.524 0.743 -0.126
C -6.682 2.240 0.198 -0.153
C -4.416 -0.816 -0.513 -0.038
C -5.877 2.991 -0.963 -0.125
H -0.907 0.212 -4.456 0.095
H 2.747 1.319 1.473 0.136
H -0.240 3.466 1.188 0.108
H 3.784 3.706 -6.684 0.068
H 0.299 0.069 -3.335 0.064
H 5.098 -1.722 -1.798 0.069
H 2.753 -2.774 3.779 0.112
H 1.657 3.687 -5.305 0.136
H -3.749 3.172 -2.810 0.087
H -4.653 3.615 1.464 0.053
H -3.838 -4.516 2.266 0.069
H 2.755 2.521 -3.579 0.065
H -3.063 -2.575 4.043 0.130
H 2.640 -3.514 -1.518 0.102
H 2.469 3.686 -1.108 0.080
H 0.949 -2.563 6.941 0.048
H -5.245 -2.638 0.580 0.071
H -1.910 -0.318 5.268 0.101
H 4.200 -1.641 5.516 0.072
H 0.404 3.172 -0.412 0.074
H 1.728 -0.700 -1.529 0.110
H 1.291 -4.410 1.937 0.099
H 3.722 -0.120 4.790 0.067
H -4.703 -0.839 -1.564 0.097
H 0.698 0.976 0.226 0.087
H -2.806 0.571 1.609 0.069
H 3.810 -0.559 0.716 0.132
H 3.009 -1.801 -1.338 0.065
H -2.632 4.001 -1.830 0.067
H 5.203 2.408 1.185 0.080
H 1.148 -3.047 4.092 0.119
H -1.037 4.072 -0.390 0.089
H 1.991 -0.532 0.904 0.073
H -0.383 1.018 1.641 0.120
H -1.251 -1.244 -1.800 0.101
H -3.412 -1.104 -0.825 0.058
H -5.982 2.339 -1.830 0.116
H -1.321 0.399 -1.810 0.016
H 1.588 -1.900 0.103 0.055
H 3.560 -3.488 -0.067 0.122
H 4.170 4.091 -0.836 0.081
H 3.114 -0.958 -4.078 0.111
H 3.309 2.158 -7.457 0.065
H 3.424 -5.771 -2.151 0.084
H -7.750 2.192 -0.016 0.101
H -2.154 -0.189 0.191 0.082
H 5.856 -0.222 -1.543 0.056
H -0.807 0.436 4.140 0.066
H 2.973 -7.156 -1.187 0.090
H -4.176 5.016 0.598 0.077
H -2.603 0.607 4.028 0.089
H 4.267 -6.099 -0.637 0.086
H 3.610 1.702 -4.636 0.036
H -0.296 -1.558 2.351 0.001
H -6.665 0.214 -0.278 0.105
H -3.990 1.617 2.147 0.092
H 1.413 -0.609 5.696 0.122
H 0.698 -2.748 2.381 0.055
H -3.093 -1.835 1.092 0.094
H -1.201 1.159 -3.078 0.069
H 4.203 2.809 -3.097 0.033
H -6.188 3.987 -1.277 0.109
H -5.433 -1.369 1.790 0.070
H 1.529 0.735 -5.532 0.116
H 0.443 -0.038 1.954 0.066
H 3.253 3.752 0.524 0.086
H 2.103 -3.398 6.486 0.053
H 5.705 0.898 0.311 0.066
H 0.536 1.904 -6.348 0.128
H 5.950 2.461 -0.409 0.074
H 2.268 0.610 -3.640 0.055
H 0.400 -1.736 0.677 0.035
H -4.652 -1.799 -0.104 0.017
H -4.232 4.715 -2.209 0.087
H 0.157 -4.356 -0.265 0.083
H -6.357 0.529 1.459 0.099
H 5.636 -0.573 -3.171 0.076
H -2.008 1.277 -0.647 -0.062
H -1.277 -2.234 0.185 0.094
H 0.033 -0.261 3.686 0.051
H 2.249 3.525 -7.448 0.059
H 2.370 -3.236 2.339 0.063
H -6.556 2.757 1.149 0.084
H -4.025 -0.222 2.307 0.029
H -0.965 -1.594 1.789 0.032
H -2.390 -3.908 2.441 0.063
H 3.858 0.499 -4.276 0.069
H 3.702 -0.231 6.470 0.070
H 1.845 1.515 0.004 0.061
H -5.620 -3.167 2.089 0.095
H 0.045 -3.103 -1.219 0.086
H -4.105 -1.217 3.698 0.121
H -3.049 3.800 0.935 0.055
```

Values from the calculation:
**Charge**: 0
**HOMO level**: -0.26645 Eh
**M**: 760.20 g/mol
**Total energy**: -65652.2124 eV
**Frontier orbital gap**: 7.7 eV